[1]
{
  "formula": "C2H3Cl2N",
  "method": "wB97M-V/def2-TZVPD",
  "lumo_energy_ev": 0.72,
  "orbital_gap_ev": 11.40,
  "e_above_lowest_kcal_mol": 9.4,
  "homo_energy_ev": -10.686,
  "elements": ["Cl", "Cl", "N", "C", "C", "H", "H", "H"],
  "positions_angstrom": [[-1.7033, 1.5757, -0.1437], [-1.5410, -1.3385, -0.1170], [1.6335, -0.1072, 0.2518], [0.5138, 0.0262, -0.3190], [-0.8052, 0.0592, 0.5314], [0.2974, -0.1819, -1.3833], [2.3618, -0.1289, -0.4799], [-0.7571, 0.0953, 1.6597]],
  "atomic_forces_ev_per_a": [[0.545, -0.998, 0.927], [-1.478, -1.471, 0.253], [-0.002, 0.906, -0.847], [-0.301, -0.713, 1.627], [1.188, 1.860, -1.200], [0.144, 0.769, 0.316], [-0.185, -0.375, 0.482], [0.089, 0.024, -1.558]],
  "nbo_charge": [-0.085, 0.041, -0.590, 0.101, -0.256, 0.181, 0.345, 0.264]
}

[2]
{
  "formula": "C35H48MgN11O2PS",
  "method": "wB97M-V/def2-TZVPD",
  "lumo_energy_ev": -0.75,
  "orbital_gap_ev": 6.41,
  "e_above_lowest_kcal_mol": 11.2,
  "homo_energy_ev": -7.165,
  "elements": ["S", "P", "Mg", "O", "O", "N", "N", "N", "N", "N", "N", "N", "N", "N", "N", "N", "C", "C", "C", "C", "C", "C", "C", "C", "C", "C", "C", "C", "C", "C", "C", "C", "C", "C", "C", "C", "C", "C", "C", "C", "C", "C", "C", "C", "C", "C", "C", "C", "C", "C", "C", "H", "H", "H", "H", "H", "H", "H", "H", "H", "H", "H", "H", "H", "H", "H", "H", "H", "H", "H", "H", "H", "H", "H", "H", "H", "H", "H", "H", "H", "H", "H", "H", "H", "H", "H", "H", "H", "H", "H", "H", "H", "H", "H", "H", "H", "H", "H", "H"],
  "positions_angstrom": [[-11.3453, 1.7387, 20.7909], [-12.7565, 2.8108, 12.5696], [-10.9686, 4.1603, 15.0795], [-12.4032, 5.2357, 16.0888], [-11.9625, 5.7249, 18.2338], [-9.3377, 8.7534, 13.8806], [-10.3579, 2.5100, 16.3782], [-9.4913, 4.9320, 16.6712], [-14.0551, 1.6630, 20.4766], [-12.2094, 7.3781, 16.8171], [-13.1182, 3.3414, 19.5101], [-8.2189, 8.2383, 22.7345], [-12.6503, 7.9296, 15.6162], [-9.9613, 6.0325, 14.3725], [-8.8113, 0.6562, 17.6541], [-11.6142, 3.2526, 13.5247], [-9.6697, 2.8168, 17.5022], [-7.3348, 7.3379, 22.3187], [-9.5185, 0.3257, 16.6098], [-8.9259, 1.8671, 18.1629], [-9.2385, 4.8383, 19.0308], [-9.2050, 8.5756, 21.9128], [-14.3280, 0.3807, 21.1374], [-13.0768, 5.4983, 12.0553], [-9.4831, 4.2461, 17.7808], [-14.3613, 2.5686, 13.5924], [-14.4733, 3.5089, 19.3541], [-8.9076, 6.1786, 19.0514], [-11.8082, 4.2812, 10.3377], [-15.0579, 2.4801, 20.0465], [-14.9040, 3.8937, 14.1336], [-8.6211, 6.8713, 20.3593], [-9.2727, 6.2111, 16.6952], [-15.5077, 1.8634, 12.8622], [-13.9964, 1.8266, 14.8657], [-13.0223, 4.1772, 11.2677], [-8.9774, 6.8745, 17.8598], [-9.7741, 7.9180, 12.9577], [-10.3258, 1.2608, 15.9807], [-9.2040, 8.1814, 15.0775], [-9.4722, 6.8248, 15.3372], [-9.4788, 7.8905, 20.7478], [-10.8387, 1.2876, 11.2014], [-12.8302, 2.2265, 20.2184], [-12.4547, -0.0008, 12.5507], [-12.3115, 1.2181, 11.5807], [-12.2126, 6.0265, 17.0578], [-13.2433, 0.9850, 10.3734], [-10.0911, 6.6029, 13.2039], [-14.3453, 4.1464, 10.4483], [-7.5183, 6.5872, 21.1333], [-14.8014, 4.3923, 18.9269], [-8.9389, 8.8955, 15.8722], [-6.7823, 5.8357, 20.8579], [-11.6907, 5.3138, 9.8865], [-9.9721, 8.3404, 11.9596], [-14.2337, -0.4642, 20.4286], [-10.3598, 8.1331, 20.1201], [-16.2204, 1.5199, 13.6092], [-13.1373, -0.0489, 9.9953], [-12.2935, 5.5880, 12.7732], [-15.4557, 3.7003, 15.0704], [-15.1077, 1.0130, 12.3187], [-12.2094, 7.9066, 17.6805], [-8.3734, 2.0700, 19.0810], [-15.2098, 4.1864, 11.1519], [-15.6771, 4.2960, 13.4512], [-14.0721, 5.6732, 12.5261], [-11.9751, 0.1550, 13.5250], [-14.3853, 5.0092, 9.7637], [-9.3330, 4.2715, 19.9422], [-16.0193, 2.4539, 12.1040], [-14.1310, 4.6291, 14.3897], [-13.5791, 0.8342, 14.7198], [-13.6900, 0.1975, 21.9675], [-13.2748, 2.4412, 15.4504], [-14.8364, 1.6426, 15.4848], [-11.8943, 8.4049, 15.1190], [-11.8292, 3.5707, 9.5110], [-10.6633, 1.7894, 10.2303], [-10.5107, 6.0042, 12.4297], [-12.9998, 6.2815, 11.3051], [-9.4956, -0.6688, 16.2224], [-12.4067, 3.9411, 19.1180], [-12.9893, 1.6956, 9.5806], [-8.7827, 7.9439, 17.9178], [-14.2700, 1.1316, 10.6445], [-14.3796, 3.2874, 9.8244], [-11.8529, -0.7495, 12.0781], [-10.9307, 1.0116, 15.1265], [-6.4685, 7.1453, 22.9451], [-13.4656, -0.3447, 12.7028], [-10.8784, 4.0391, 10.8729], [-10.3514, 0.2848, 11.1421], [-16.1100, 2.2955, 20.2247], [-10.2932, 1.8111, 11.9806], [-15.3168, 0.4453, 21.5094], [-9.8581, 9.3558, 22.2451], [-13.4425, 8.5420, 15.7558]],
  "atomic_forces_ev_per_a": [[0.539, -0.361, -0.052], [1.070, 0.704, 0.653], [-0.644, 0.258, 0.220], [0.473, -0.430, -0.440], [-0.100, -0.518, 0.748], [-0.153, -0.590, 0.533], [0.457, 0.591, 0.987], [-0.286, -0.831, -0.716], [0.521, -0.802, 0.892], [-0.013, 0.778, -0.104], [0.200, -0.621, -0.029], [1.018, 0.550, 0.022], [0.251, 0.051, -0.208], [0.586, 0.335, 1.208], [0.681, -1.106, 1.017], [-0.199, -0.497, -0.589], [-0.045, -0.098, -0.322], [-0.665, -0.825, -0.732], [-0.667, 0.592, -0.375], [0.047, -0.142, 0.144], [0.208, -0.697, -0.640], [-0.372, -0.791, 0.141], [0.572, 0.172, -1.286], [-1.484, 0.174, -0.460], [-0.024, -0.164, 1.309], [-0.412, 0.305, -0.418], [0.454, -1.611, 1.678], [-0.239, -0.358, 0.828], [0.684, 0.244, -0.296], [-0.475, 1.374, -1.521], [-0.676, 0.657, -0.050], [-0.363, -0.142, -1.212], [-0.269, 1.439, -1.110], [0.551, -0.499, -0.141], [1.847, -0.298, 0.099], [-0.941, 0.536, -0.014], [0.606, 1.224, 0.359], [-0.310, 0.902, -1.432], [-0.320, -0.373, -0.267], [0.103, 0.400, 0.744], [0.319, 1.032, 0.513], [-0.536, 0.382, -0.646], [0.684, -0.225, -0.602], [-0.787, 0.047, 0.040], [0.659, 0.874, -0.085], [-1.033, -0.276, 0.944], [-0.159, -0.429, -0.077], [1.038, -0.133, -0.041], [-0.220, -0.173, -0.805], [0.319, 0.584, 0.948], [0.600, 0.446, 0.954], [-0.937, 1.225, -0.799], [0.104, -0.706, -0.205], [-0.190, 0.107, -0.056], [-0.321, -1.022, 0.518], [0.270, -0.306, 0.464], [-0.057, 0.492, 0.284], [0.672, -0.123, 0.527], [-0.264, -0.078, -0.089], [0.071, 0.411, 0.052], [0.166, -0.019, 0.551], [0.200, -0.069, -0.251], [-0.280, -0.417, 0.237], [-0.016, 0.229, -0.310], [-0.150, 0.129, -0.300], [0.511, -0.052, -0.740], [0.600, 0.236, 0.149], [0.881, -0.283, -0.125], [-0.189, 0.252, -0.226], [-0.015, -0.035, 0.363], [0.045, -0.213, 0.118], [0.013, 0.297, 0.191], [-0.227, -0.193, -0.159], [0.313, -0.022, -0.183], [0.823, 0.103, 0.538], [-0.412, -0.502, -0.359], [-1.214, 0.184, 0.529], [-0.383, 0.008, 0.370], [-0.234, 0.011, -0.106], [-0.108, -0.196, 0.534], [-0.050, -0.379, -0.503], [0.210, 0.361, -0.062], [0.320, -0.591, -0.067], [0.053, 0.536, -0.168], [-0.100, -0.277, -0.037], [-0.061, -0.170, -0.354], [-0.511, 0.029, -0.031], [-0.349, -0.842, -0.430], [-0.007, -0.970, -0.260], [-0.092, 0.062, -0.289], [-0.160, 0.040, 0.067], [-0.312, -0.070, -0.011], [-0.202, 0.296, 0.054], [-0.606, 0.471, -0.130], [0.316, -0.148, -0.066], [0.095, 0.300, 0.103], [-1.081, -0.112, 0.250], [-0.282, 0.382, 0.188], [0.053, -0.022, -0.085]],
  "mulliken_charge": [-0.466, -0.479, 1.607, -0.671, -0.843, -0.593, 0.359, -0.405, 0.163, 0.148, 0.404, -0.608, -0.564, -0.218, -0.619, 0.462, 0.190, -0.431, -0.520, -0.454, -0.923, -0.426, -0.928, -2.171, 0.491, 2.337, -0.681, 0.782, -1.853, -0.381, -1.503, -0.079, 0.640, -2.051, -1.575, 2.382, -0.744, -0.819, -0.173, -0.120, -0.073, -0.401, -1.593, 0.119, -1.567, 2.216, 0.206, -2.057, 0.138, -1.778, -0.292, 0.579, 0.317, 0.436, 0.408, 0.407, 0.282, 0.369, 0.539, 0.487, -0.024, 0.542, 0.306, 0.287, 0.492, 0.260, 0.291, 0.255, -0.069, 0.481, 0.636, 0.249, -0.178, 0.281, 0.346, -0.225, 0.769, 0.165, 0.353, 0.257, 0.457, 0.731, 0.449, -0.007, 0.295, 0.569, 0.380, 0.335, 0.776, 0.078, 0.368, 0.229, 0.348, 0.439, 0.398, 0.310, 0.338, 0.393, 0.235]
}

Question: Which formula does entry 2 have?
Answer: C35H48MgN11O2PS